1.
{"formula": "C2H5ClO3", "method": "ωB97M-V/def2-TZVPD", "orbital_gap_ev": [5.80, 5.81], "e_tot_ha": -764.931423, "fmax_ev_per_a": 4.74, "elements": ["C", "C", "O", "O", "O", "Cl", "H", "H", "H", "H", "H"], "coordinates": [[0.598, -0.043, -1.368], [-0.129, 0.068, 0.189], [-0.436, -1.226, 0.367], [-1.303, 0.866, 0.002], [0.791, 0.607, 0.864], [-0.675, -0.350, 3.095], [1.170, 0.943, -1.657], [1.517, -0.741, -1.333], [-0.221, -0.399, -1.977], [-0.195, -1.346, 1.244], [-1.117, 1.622, 0.573]], "atomic_forces_ev_per_a": [[4.53, 1.29, -0.52], [-2.04, 1.04, -1.18], [-0.92, 0.34, -3.22], [1.27, -1.02, 0.08], [0.22, -0.60, 0.88], [0.66, 0.52, -0.80], [-2.12, -1.53, 0.55], [-2.05, 0.56, 0.37], [-0.18, 0.21, 0.06], [0.85, -1.07, 3.81], [-0.20, 0.26, -0.04]]}


2.
{"formula": "C2H5ClO3", "method": "ωB97M-V/def2-TZVPD", "multiplicity": 3, "orbital_gap_ev": [5.18, 7.76], "e_tot_ha": -764.883875, "fmax_ev_per_a": 11.89, "s2": 2.0050, "elements": ["C", "C", "O", "O", "O", "Cl", "H", "H", "H", "H", "H"], "coordinates": [[-0.944, 1.077, 0.417], [0.836, 0.223, -0.868], [0.420, 0.746, -1.850], [1.928, -0.525, -0.805], [0.251, 0.304, 0.356], [-0.465, -3.015, 0.579], [-1.346, 0.935, 1.418], [-1.656, 0.740, -0.336], [-0.722, 2.132, 0.243], [-0.371, -1.745, 0.759], [2.069, -0.872, 0.087]], "atomic_forces_ev_per_a": [[-0.01, 0.09, 0.11], [3.82, -4.72, 9.99], [-4.14, 5.10, -9.91], [2.46, -1.34, -1.07], [-1.60, 0.49, 1.08], [-0.02, -0.02, 0.02], [-0.02, 0.05, -0.08], [-0.15, -0.05, 0.05], [-0.02, 0.05, 0.07], [0.05, 0.12, -0.04], [-0.36, 0.24, -0.22]]}


3.
{"formula": "C2H5ClO4", "method": "ωB97M-V/def2-TZVPD", "smiles": "O=C(O)C(O)O.Cl", "orbital_gap_ev": 11.56, "e_tot_ha": -840.355823, "fmax_ev_per_a": 3.09, "elements": ["O", "C", "O", "C", "O", "O", "H", "H", "H", "H", "Cl", "H"], "coordinates": [[1.037, -1.611, 0.933], [-0.090, -1.404, 0.530], [-0.952, -2.302, 0.068], [-0.760, -0.015, 0.514], [-0.114, 0.750, 1.611], [-0.576, 0.665, -0.713], [-0.474, -3.193, 0.022], [-1.840, 0.100, 0.654], [0.879, 0.525, 1.681], [-0.123, 1.496, -0.404], [2.102, 1.964, -2.504], [1.350, 1.014, -1.919]], "atomic_forces_ev_per_a": [[-1.30, 0.16, -0.67], [0.09, 0.41, 0.27], [1.20, -1.97, -0.21], [1.40, 2.08, 1.80], [0.66, -1.04, -1.39], [1.59, 0.81, 0.41], [-0.87, 1.50, 0.13], [0.26, -1.03, 0.74], [-2.27, 0.00, -0.45], [-0.69, -0.84, -0.63], [-0.90, -1.15, 0.75], [0.83, 1.06, -0.76]]}


4.
{"formula": "C2H5ClOS", "method": "ωB97M-V/def2-TZVPD", "smiles": "O[C@H](S)CCl", "orbital_gap_ev": 10.06, "e_tot_ha": -1012.783236, "fmax_ev_per_a": 4.53, "elements": ["O", "C", "S", "C", "Cl", "H", "H", "H", "H", "H"], "coordinates": [[-0.051, -0.954, -1.597], [-0.303, -0.432, -0.357], [-2.048, 0.199, -0.351], [0.656, 0.859, 0.031], [1.196, 1.719, -1.348], [0.268, -0.210, -2.138], [-0.120, -1.186, 0.534], [-2.477, -1.012, 0.097], [1.451, 0.348, 0.556], [-0.081, 1.473, 0.743]], "atomic_forces_ev_per_a": [[0.93, -0.45, -0.07], [0.52, 1.32, 1.70], [0.02, -1.06, 0.85], [-3.59, -1.80, 2.09], [0.30, 0.68, -0.70], [-0.09, -0.30, -0.12], [-0.60, 1.27, -2.08], [-0.26, 0.61, -0.31], [0.54, 0.71, 0.17], [2.24, -0.98, -1.53]]}


5.
{"formula": "C2H5CuLiO2", "method": "ωB97M-V/def2-TZVPD", "orbital_gap_ev": 4.74, "e_tot_ha": -1877.441113, "total_charge": -1, "fmax_ev_per_a": 4.53, "elements": ["H", "Li", "O", "C", "C", "O", "Cu", "H", "H", "H", "H"], "coordinates": [[-3.018, 2.125, -0.531], [-1.005, 1.674, 0.518], [-0.699, -1.062, 1.449], [0.299, -0.158, 1.711], [1.737, -0.178, 2.263], [1.981, 1.154, 1.985], [0.155, -2.843, 1.994], [-0.143, 0.304, 2.650], [0.731, -0.131, 0.652], [2.128, -1.062, 1.668], [1.568, -0.851, 3.157]], "atomic_forces_ev_per_a": [[0.96, -0.07, 0.46], [-0.55, -0.35, -0.16], [0.08, -4.42, 0.98], [-1.29, -0.12, -0.94], [-0.87, -0.74, -1.35], [1.31, -2.37, 1.80], [-0.79, 1.67, -0.52], [0.29, 1.67, -1.75], [-1.12, 2.43, 0.64], [1.23, 0.71, -0.64], [0.75, 1.59, 1.48]]}


6.
{"formula": "C2H5F2N", "method": "ωB97M-V/def2-TZVPD", "multiplicity": 3, "orbital_gap_ev": [6.12, 10.02], "e_tot_ha": -333.467319, "fmax_ev_per_a": 6.07, "s2": 2.0057, "elements": ["C", "C", "N", "F", "F", "H", "H", "H", "H", "H"], "coordinates": [[1.186, 0.653, 0.798], [-0.356, -0.441, -0.052], [-0.872, 0.103, -1.259], [0.251, -1.623, -0.267], [-1.141, -0.639, 1.042], [1.396, -0.099, 1.585], [1.837, 0.672, -0.121], [0.607, 1.580, 1.062], [-1.772, 0.583, -0.985], [-1.136, -0.788, -1.803]], "atomic_forces_ev_per_a": [[4.63, 3.27, 2.17], [-3.59, -2.99, -2.22], [-1.81, -1.93, 1.26], [0.33, 0.54, -0.11], [-0.08, 0.65, -0.64], [-0.36, 0.61, -0.76], [-1.07, -0.14, 1.09], [0.51, -1.31, -0.42], [1.25, -0.47, -0.68], [0.20, 1.76, 0.32]]}


7.
{"formula": "C2H5F2N2P", "method": "ωB97M-V/def2-TZVPD", "orbital_gap_ev": [7.97, 8.53], "e_tot_ha": -729.717086, "fmax_ev_per_a": 4.82, "elements": ["C", "C", "N", "N", "F", "F", "P", "H", "H", "H", "H", "H"], "coordinates": [[1.973, -0.976, 0.955], [-2.993, 0.888, 1.194], [0.791, -1.458, 0.303], [-2.390, 1.175, 0.147], [-0.769, -1.265, -1.724], [-1.589, -2.194, 0.386], [-0.619, -1.014, -0.114], [1.655, 0.001, 1.289], [2.170, -1.668, 1.884], [-3.489, 1.545, 1.902], [-2.934, -0.142, 1.689], [2.829, -0.958, 0.403]], "atomic_forces_ev_per_a": [[-2.86, -1.70, 3.49], [0.78, -1.72, 1.06], [0.61, -0.05, -0.26], [-0.28, -0.16, 0.44], [-0.23, 0.15, 1.51], [-0.06, 0.59, -0.49], [-0.19, -0.90, -1.39], [0.76, 0.49, 0.48], [-0.25, 1.46, -1.51], [-0.36, 0.81, -0.47], [0.00, 0.85, -0.94], [2.11, 0.16, -1.91]]}


8.
{"formula": "C2H5F3N3OP", "method": "ωB97M-V/def2-TZVPD", "orbital_gap_ev": [6.85, 6.88], "e_tot_ha": -959.467032, "fmax_ev_per_a": 3.31, "elements": ["C", "C", "N", "N", "N", "O", "F", "F", "F", "P", "H", "H", "H", "H", "H"], "coordinates": [[-2.054, 0.115, 0.011], [-3.537, -0.200, 0.044], [-0.266, -1.448, -0.275], [-1.811, 1.340, -0.761], [2.588, -1.249, 0.183], [-1.345, -1.086, -0.721], [-4.300, 0.520, 0.866], [-4.147, -0.228, -1.176], [-3.610, -1.463, 0.578], [2.010, 0.131, -0.456], [-1.842, -0.021, 1.099], [-0.822, 1.498, -0.841], [-2.373, 1.524, -1.574], [2.118, -2.126, 0.013], [3.150, -1.212, 1.000]], "atomic_forces_ev_per_a": [[-0.78, 1.66, -1.48], [-1.08, -2.29, -0.35], [1.46, 0.12, 0.59], [0.21, -1.76, 2.79], [-0.46, 0.12, -0.35], [-1.79, 0.54, -0.20], [0.56, 0.80, -0.34], [0.66, 0.21, 0.88], [-0.09, 0.30, -0.62], [-0.57, 0.10, -0.10], [1.11, 0.84, -0.93], [0.10, 0.29, -0.35], [0.03, -0.48, -0.10], [-0.01, -0.23, 0.00], [0.65, -0.23, 0.56]]}


9.
{"formula": "C2H5FN2OS", "method": "ωB97M-V/def2-TZVPD", "smiles": "O/N=C(/CF)NS", "orbital_gap_ev": 9.69, "e_tot_ha": -761.934799, "fmax_ev_per_a": 2.38, "elements": ["O", "N", "C", "C", "F", "N", "S", "H", "H", "H", "H", "H"], "coordinates": [[2.340, 0.375, 0.281], [1.125, 1.077, 0.392], [0.157, 0.318, 0.065], [-1.245, 0.884, 0.114], [-1.233, 2.144, 0.630], [0.318, -1.011, -0.300], [-0.858, -1.940, -1.082], [2.974, 0.995, 0.530], [-1.895, 0.256, 0.725], [-1.685, 0.874, -0.900], [1.306, -1.304, -0.435], [-1.303, -2.667, -0.019]], "atomic_forces_ev_per_a": [[-1.50, -1.73, -0.67], [-0.04, 0.04, -0.01], [-0.16, -0.20, 0.02], [-0.01, -0.54, -0.52], [-0.08, 0.28, -0.03], [1.15, -0.27, -0.24], [-0.09, -0.04, 0.35], [1.54, 1.65, 0.65], [0.07, -0.08, 0.16], [0.22, 0.25, 0.33], [-1.25, 0.42, 0.23], [0.15, 0.22, -0.27]]}


10.
{"formula": "C2H5FO", "method": "ωB97M-V/def2-TZVPD", "smiles": "CC=O.F", "orbital_gap_ev": 11.44, "e_tot_ha": -254.280886, "fmax_ev_per_a": 5.30, "elements": ["C", "C", "O", "H", "H", "H", "H", "F", "H"], "coordinates": [[0.932, 0.510, 0.067], [0.345, -0.843, 0.193], [-0.721, -1.066, 0.612], [1.988, 0.698, 0.453], [0.929, 0.709, -1.030], [0.232, 1.041, 0.596], [0.874, -1.840, -0.109], [-2.609, 0.669, -0.575], [-1.969, 0.122, -0.208]], "atomic_forces_ev_per_a": [[2.42, -0.90, -1.47], [4.28, -2.87, -1.24], [-4.13, 0.26, 1.31], [-1.43, -0.69, -0.46], [-0.03, 0.30, 0.74], [-1.38, 2.22, 0.94], [0.30, 1.75, 0.00], [-0.49, 0.54, -0.43], [0.45, -0.62, 0.61]]}


11.
{"formula": "C2H5FO2", "method": "ωB97M-V/def2-TZVPD", "orbital_gap_ev": 10.93, "e_tot_ha": -329.445721, "fmax_ev_per_a": 4.95, "elements": ["C", "C", "O", "O", "F", "H", "H", "H", "H", "H"], "coordinates": [[-1.085, -1.005, 0.104], [1.114, -0.582, -0.099], [0.924, 2.406, -0.376], [0.213, -1.266, 0.604], [2.293, -0.772, 0.486], [-1.199, -1.541, -0.752], [-1.316, 0.063, 0.126], [-1.744, -1.553, 0.697], [0.147, 2.845, -0.179], [0.652, 1.406, -0.610]], "atomic_forces_ev_per_a": [[-0.04, 1.02, 1.53], [-0.28, -0.63, 1.26], [1.62, -4.48, -1.35], [2.42, 1.11, -0.54], [-0.97, -0.22, -0.30], [-0.13, -0.54, -3.29], [-0.01, -0.38, -0.40], [-1.09, -0.40, 1.79], [-2.55, 1.38, 0.60], [1.03, 3.14, 0.69]]}


12.
{"formula": "C2H5FS", "method": "ωB97M-V/def2-TZVPD", "smiles": "C=CF.S", "orbital_gap_ev": 10.88, "e_tot_ha": -577.194410, "fmax_ev_per_a": 3.71, "elements": ["C", "C", "F", "H", "H", "H", "S", "H", "H"], "coordinates": [[-2.279, 0.848, -0.275], [-1.397, 0.112, -0.954], [-0.736, 0.630, -2.057], [-2.934, 0.432, 0.519], [-2.670, 1.796, -0.612], [-0.897, -0.712, -0.617], [2.030, -1.633, 0.100], [2.175, -1.271, -1.109], [2.230, -2.844, -0.191]], "atomic_forces_ev_per_a": [[-1.10, -1.01, -0.33], [-0.51, 3.66, -0.38], [-0.72, -0.36, 0.84], [1.18, -0.02, -0.36], [0.39, 0.19, -0.39], [0.77, -2.47, 0.64], [-0.65, 1.75, 2.59], [0.25, 0.72, -2.10], [0.39, -2.45, -0.51]]}


Copy entry 11 word for word.
{"formula": "C2H5FO2", "method": "ωB97M-V/def2-TZVPD", "orbital_gap_ev": 10.93, "e_tot_ha": -329.445721, "fmax_ev_per_a": 4.95, "elements": ["C", "C", "O", "O", "F", "H", "H", "H", "H", "H"], "coordinates": [[-1.085, -1.005, 0.104], [1.114, -0.582, -0.099], [0.924, 2.406, -0.376], [0.213, -1.266, 0.604], [2.293, -0.772, 0.486], [-1.199, -1.541, -0.752], [-1.316, 0.063, 0.126], [-1.744, -1.553, 0.697], [0.147, 2.845, -0.179], [0.652, 1.406, -0.610]], "atomic_forces_ev_per_a": [[-0.04, 1.02, 1.53], [-0.28, -0.63, 1.26], [1.62, -4.48, -1.35], [2.42, 1.11, -0.54], [-0.97, -0.22, -0.30], [-0.13, -0.54, -3.29], [-0.01, -0.38, -0.40], [-1.09, -0.40, 1.79], [-2.55, 1.38, 0.60], [1.03, 3.14, 0.69]]}